DFT (ωB97M-V/def2-TZVPD) results for an isolated molecule of C5H3ClS2 in a non-equilibrium geometry.

The geometry in XYZ format:
```
11
Properties=species:S:1:pos:R:3:forces:R:3
C 0.962905 -0.937709 -0.283569 -0.8 -0.9 -1.5
C 0.784292 0.508043 -0.311642 -3.3 0.7 0.5
C -0.442644 1.092932 -0.170218 -0.8 1.0 0.6
C -1.694813 0.467430 0.114128 4.6 1.9 -1.2
C -2.613618 -0.246020 0.227975 -6.9 -2.1 3.1
H 3.033853 -0.773560 1.211666 -1.2 -1.4 -2.1
H -0.541205 2.228246 -0.179177 0.5 -1.7 -0.1
H -3.604899 -0.495123 0.792337 2.4 0.1 -1.9
S 2.465275 -1.705307 0.171275 0.7 1.5 2.0
S -0.257729 -1.848423 -1.003158 2.1 0.4 0.9
Cl 1.908585 1.709495 -0.569612 2.7 0.6 -0.3
```
Forces are in eV/Å.

Values from the calculation:
Total charge: 0
Relative energy (zero: lowest compared OMol25 entry of this formula, charge and spin) in kcal/mol: 36.4
2S+1: 1
HOMO-LUMO gap in eV: 7.414
HOMO energy in eV: -8.8
SMILES: C#C/C=C(/Cl)C(=S)S